Record 1
Formula: C42H108F4HgN8O26S4
Source: the Open Molecules 2025 dataset
Level of theory: ωB97M-V/def2-TZVPD

Calculated values
Largest force on an atom   0.2316 Eh/bohr
E_tot   -168828.5657 eV

ORCA input file:
```
! RIJCOSX wB97M-V def2-TZVPD def2/J DEFGRID3
* xyz 0 1
Hg 4.340 8.098 10.678
N 5.831 7.883 9.134
S 6.791 6.708 8.835
O 8.233 6.809 9.206
O 6.479 5.849 7.651
F 6.289 5.778 10.046
S 6.496 8.822 7.877
O 6.137 8.501 6.519
O 7.862 9.366 8.095
F 5.552 10.095 8.201
N 3.003 6.263 10.800
S 2.784 4.913 9.703
O 1.638 4.896 8.819
O 3.397 3.604 10.029
F 3.867 5.550 8.713
S 1.754 5.909 11.514
O 1.771 4.715 12.377
O 0.485 6.449 11.094
F 2.066 6.934 12.730
C 5.612 6.161 14.517
C 5.547 6.157 12.974
O 5.471 7.535 12.512
O 6.800 6.788 14.929
H 5.510 5.153 14.920
H 4.890 6.852 14.952
H 4.714 5.581 12.571
H 6.529 5.844 12.619
H 6.312 7.853 12.848
H 6.855 6.807 15.888
C 1.656 4.545 15.803
C 2.125 5.064 17.174
O 3.520 4.771 17.189
O 0.557 5.321 15.412
H 1.344 3.501 15.842
H 2.349 4.620 14.965
H 1.532 4.605 17.964
H 2.156 6.151 17.257
H 3.740 5.026 18.088
H 0.080 4.715 14.841
C 5.571 1.848 6.608
C 5.021 1.967 8.092
O 5.354 0.764 8.879
O 4.916 0.777 5.920
H 6.655 1.731 6.626
H 5.347 2.773 6.076
H 3.947 2.066 8.247
H 5.494 2.802 8.609
H 6.208 0.916 9.291
H 4.912 0.043 6.539
C 4.895 -2.650 5.790
O 4.333 -2.096 6.980
C 3.026 -2.386 7.415
C 2.858 -2.072 8.866
N 2.712 -0.618 9.102
C 2.467 -0.192 10.469
C 1.023 -0.484 10.900
O 0.759 -1.816 11.266
C 1.599 -2.621 12.165
H 4.228 -2.423 4.958
H 5.241 -3.674 5.933
H 5.840 -2.186 5.510
H 2.773 -3.438 7.286
H 2.338 -1.815 6.793
H 3.502 -2.500 9.634
H 1.870 -2.458 9.116
H 3.626 -0.364 8.755
H 2.587 0.889 10.405
H 3.196 -0.479 11.227
H 0.297 -0.195 10.140
H 0.798 0.111 11.784
H 1.089 -3.550 12.420
H 1.776 -2.166 13.139
H 2.578 -2.785 11.714
C -3.388 7.751 10.715
O -3.972 7.064 11.745
C -3.010 6.550 12.685
C -3.687 5.814 13.799
N -3.966 4.402 13.370
C -4.746 3.674 14.458
C -5.584 2.511 14.030
O -6.514 3.038 13.075
C -7.414 2.085 12.538
H -4.223 8.147 10.138
H -2.716 7.037 10.240
H -2.953 8.688 11.066
H -2.571 7.477 13.055
H -2.243 5.996 12.144
H -4.527 6.420 14.137
H -2.971 5.752 14.618
H -4.625 4.492 12.610
H -5.419 4.370 14.960
H -4.013 3.348 15.196
H -6.199 2.011 14.778
H -4.998 1.777 13.477
H -8.142 1.826 13.306
H -6.991 1.116 12.272
H -7.947 2.519 11.692
C 4.541 6.948 -0.958
O 4.800 5.755 -0.298
C 6.100 5.706 0.272
C 6.129 6.536 1.575
N 5.307 5.872 2.638
C 5.351 6.507 3.942
C 4.448 5.722 4.859
O 3.075 5.731 4.423
C 2.158 5.143 5.325
H 5.070 6.948 -1.911
H 4.814 7.858 -0.423
H 3.501 7.087 -1.252
H 6.881 6.138 -0.353
H 6.395 4.686 0.521
H 5.834 7.572 1.412
H 7.157 6.585 1.935
H 4.342 5.782 2.355
H 5.101 7.566 3.891
H 6.319 6.412 4.434
H 4.460 6.286 5.792
H 4.838 4.717 5.021
H 2.423 4.211 5.825
H 1.208 5.025 4.804
H 1.883 5.844 6.113
C -5.151 1.971 5.792
O -3.909 2.109 6.506
C -3.873 1.625 7.848
C -2.505 1.862 8.515
N -1.570 1.360 7.484
C -0.205 1.853 7.791
C 0.807 1.467 6.644
O 0.499 2.142 5.413
C 1.340 1.739 4.342
H -5.603 2.961 5.733
H -5.763 1.192 6.247
H -5.056 1.628 4.762
H -4.036 0.549 7.784
H -4.637 2.047 8.502
H -2.488 1.295 9.445
H -2.494 2.941 8.668
H -1.914 1.660 6.583
H 0.124 1.640 8.809
H -0.251 2.939 7.870
H 0.624 0.410 6.453
H 1.831 1.762 6.872
H 1.416 0.652 4.356
H 2.309 2.229 4.245
H 0.757 2.089 3.491
C 6.927 10.197 10.960
O 5.601 9.853 11.448
C 4.948 10.921 12.143
C 3.664 10.377 12.834
N 2.798 9.669 11.878
C 2.342 10.543 10.816
C 1.846 9.744 9.563
O 2.917 8.893 9.160
C 2.669 8.448 7.820
H 7.535 9.298 10.864
H 7.448 10.748 11.743
H 6.965 10.777 10.037
H 4.633 11.679 11.426
H 5.621 11.459 12.812
H 3.241 11.267 13.300
H 3.926 9.800 13.721
H 1.994 9.276 12.346
H 3.178 11.086 10.376
H 1.538 11.227 11.091
H 1.655 10.435 8.742
H 0.946 9.163 9.763
H 1.888 7.693 7.726
H 3.498 7.915 7.354
H 2.252 9.159 7.107
C -4.325 11.442 12.779
O -3.065 11.151 12.208
C -2.007 11.001 13.214
C -0.819 10.244 12.599
N 0.369 10.298 13.414
C 0.224 9.443 14.616
C 1.463 9.379 15.508
O 1.737 10.739 15.944
C 2.932 10.855 16.615
H -5.040 11.419 11.957
H -4.335 12.426 13.248
H -4.606 10.645 13.468
H -2.473 10.434 14.020
H -1.685 11.967 13.604
H -0.559 10.842 11.725
H -1.123 9.276 12.201
H 0.675 11.182 13.797
H 0.003 8.398 14.396
H -0.645 9.774 15.185
H 2.233 8.857 14.940
H 1.208 8.812 16.403
H 2.789 10.302 17.543
H 3.130 11.878 16.934
H 3.786 10.484 16.049
*
```

Results of the Löwdin charge analysis, in e, for atoms 1 through 2: 1.247, -0.364

Record 2
Formula: C3H4N2O2
Source: the Open Molecules 2025 dataset
Level of theory: ωB97M-V/def2-TZVPD

Calculated values
Largest force on an atom   0.0993 Eh/bohr
SMILES   O=C1CNN=CO1
E_tot   -10248.7663 eV

ORCA input file:
```
! RIJCOSX wB97M-V def2-TZVPD def2/J DEFGRID3
* xyz 0 1
C 1.135 0.564 0.471
C -0.242 0.140 0.956
C 0.198 -0.871 -1.258
H -0.362 0.827 1.720
H -0.435 -0.936 1.338
H -2.064 0.592 0.018
H 0.658 -1.350 -2.231
N -1.067 0.360 -0.107
N -0.995 -0.551 -1.074
O 1.882 1.352 0.891
O 1.291 -0.129 -0.724
*
```

Results of the Löwdin charge analysis, in e, for atoms 1 through 2: -0.448, -0.152

Record 3
Formula: C3H4N2O3
Source: the Open Molecules 2025 dataset
Level of theory: ωB97M-V/def2-TZVPD

Calculated values
Largest force on an atom   0.0661 Eh/bohr
SMILES   [H]/N=c1/[nH]c(O)c(O)o1
E_tot   -12297.1705 eV

ORCA input file:
```
! RIJCOSX wB97M-V def2-TZVPD def2/J DEFGRID3
* xyz 0 1
C -0.772 -0.682 -0.078
C 1.377 -0.094 -0.089
C -0.705 0.659 -0.118
H -2.596 -0.939 0.106
H 0.757 -1.948 0.373
H 3.010 0.859 0.178
H -1.302 2.412 -0.047
N 0.528 -1.213 -0.252
N 2.640 -0.088 0.086
O -1.826 -1.517 -0.003
O 0.604 1.023 -0.186
O -1.715 1.527 0.030
*
```

Results of the Löwdin charge analysis, in e, for atoms 1 through 2: -0.307, -0.453